(1)
{"formula": "C5H15N3", "method": "ωB97M-V/def2-TZVPD", "symbols": ["C", "N", "C", "C", "C", "C", "N", "N", "H", "H", "H", "H", "H", "H", "H", "H", "H", "H", "H", "H", "H", "H", "H"], "positions_angstrom": [[-1.592209, 0.358240, 1.811118], [-1.043938, 0.395900, 0.466885], [-1.623093, 1.497959, -0.281554], [0.546249, 0.438693, 0.467553], [1.075742, -0.670235, -0.460024], [1.035352, -0.256955, -1.930464], [0.173015, -1.812315, -0.295929], [2.451236, -0.960088, -0.101349], [-1.342258, 1.253760, 2.398463], [-2.678550, 0.275741, 1.763726], [-1.208496, -0.520415, 2.326995], [-2.704864, 1.373500, -0.353683], [-1.197413, 1.534536, -1.281655], [-1.426598, 2.472159, 0.191018], [0.867852, 0.229108, 1.490353], [0.863910, 1.434243, 0.150696], [1.677134, 0.605744, -2.093524], [0.018608, -0.020373, -2.234900], [1.370478, -1.088874, -2.544540], [-0.862260, -1.329704, -0.252131], [0.293830, -2.203475, 0.635728], [2.806010, -1.684949, -0.718365], [2.500262, -1.322200, 0.845586]], "atomic_forces_ev_per_a": [[0.3, -0.1, 0.0], [2.0, 0.6, 0.0], [0.3, 0.2, 0.1], [-2.4, 0.1, -0.1], [-0.7, 0.0, 0.1], [0.0, 0.0, 0.3], [-2.6, 0.5, -0.3], [-0.1, 0.0, 0.0], [0.0, 0.0, 0.0], [0.0, 0.0, 0.0], [0.0, 0.0, 0.1], [0.0, -0.1, 0.0], [-0.1, 0.0, -0.1], [0.0, 0.1, 0.0], [0.0, 0.1, 0.0], [0.1, 0.0, 0.2], [0.0, 0.1, -0.1], [-0.1, 0.0, 0.0], [0.1, -0.1, -0.1], [3.1, -1.5, -0.1], [0.1, 0.0, 0.0], [0.0, 0.0, 0.1], [0.0, 0.0, 0.0]], "lowdin_charge": [-0.12, -0.29, -0.12, -0.08, -0.70, -0.04, 0.03, 0.07, 0.09, 0.08, 0.08, 0.08, 0.07, 0.08, 0.11, 0.11, 0.08, 0.07, 0.08, 0.13, 0.05, 0.08, 0.07], "e_lumo_ev": 0.938, "orbital_gap_ev": 9.59, "multiplicity": 1, "smiles": "CN(C)CC(C)(N)N", "total_charge": 0}

=====

(2)
{"formula": "C9H10Cl2O9P2PtS4Sb", "method": "ωB97M-V/def2-TZVPD", "symbols": ["Pt", "C", "C", "O", "P", "O", "O", "O", "P", "O", "O", "O", "H", "H", "H", "H", "H", "H", "H", "Cl", "C", "C", "C", "Cl", "C", "O", "C", "C", "O", "C", "H", "H", "H", "S", "Sb", "S", "S", "S"], "positions_angstrom": [[-0.071185, -0.387352, -0.518932], [1.972360, 2.408494, -0.811995], [1.378536, 2.234644, -2.195049], [1.880755, 3.249625, -3.047475], [1.788666, 0.617042, -3.010425], [1.156981, 0.738908, -4.459357], [3.345409, 0.649535, -3.341416], [1.489060, -0.676564, -2.314439], [-0.496155, 2.242782, -2.273076], [-1.021282, 3.047578, -0.988737], [-0.793008, 2.947684, -3.546247], [-0.957319, 0.786800, -2.201460], [3.060464, 2.345708, -0.854427], [1.616365, 1.647231, -0.124266], [1.682153, 3.386043, -0.427136], [1.140705, 3.528291, -3.613489], [0.316158, 1.240002, -4.483426], [3.748643, -0.155746, -2.976364], [-1.231593, 2.423089, -0.264201], [-2.767128, -1.512581, 6.565004], [-2.222038, -1.618087, 4.916883], [-1.751333, -2.853162, 4.439172], [-1.347770, -2.967252, 3.142444], [-0.742477, -4.486109, 2.587150], [-1.424100, -1.878634, 2.186573], [-1.142686, -2.049474, 0.967679], [-1.843423, -0.621921, 2.755249], [-1.789360, 0.585998, 2.010423], [-1.584997, 0.737851, 0.800151], [-2.236698, -0.527848, 4.107059], [-1.701709, -3.704575, 5.103428], [-1.958234, 1.498921, 2.605593], [-2.572234, 0.429212, 4.489422], [3.546503, -3.462142, -1.259752], [1.516599, -3.330779, -0.236784], [1.732611, -1.129938, 0.792700], [-1.548737, -2.052820, -2.070883], [-0.168501, -3.330456, -2.449595]], "atomic_forces_ev_per_a": [[-0.1, -0.7, 0.5], [0.1, 0.0, 0.0], [-0.4, -0.4, -0.2], [0.1, 0.1, 0.0], [0.3, -0.4, -0.2], [-0.2, 0.3, 0.0], [0.2, -0.1, 0.1], [-0.1, 0.7, 0.1], [-0.1, 0.2, 0.0], [0.1, -0.3, 0.0], [0.1, 0.1, -0.1], [0.4, 0.2, 0.7], [0.0, 0.0, 0.0], [0.0, -0.1, 0.1], [0.0, 0.0, -0.1], [-0.1, -0.1, 0.0], [0.2, -0.1, 0.0], [0.0, 0.1, 0.0], [-0.1, 0.1, -0.1], [0.0, 0.0, 0.2], [0.0, 0.1, 0.0], [0.1, 0.1, -0.2], [-0.1, 0.1, 0.0], [0.0, -0.1, -0.1], [-0.1, 0.0, -0.4], [-0.1, 0.0, 0.5], [0.4, -0.3, -0.1], [-0.3, 0.0, 0.2], [0.3, 0.4, -0.4], [0.0, 0.1, 0.1], [0.0, 0.0, 0.0], [-0.2, 0.0, 0.0], [0.0, 0.0, 0.0], [-0.5, -0.2, 0.2], [1.0, 0.2, 0.0], [-0.5, 0.2, -0.4], [0.2, -0.4, -0.2], [-0.4, 0.0, -0.1]], "lowdin_spin": [1.44, 0.01, 0.00, 0.00, 0.01, 0.00, 0.01, 0.11, 0.01, 0.00, 0.01, 0.10, 0.00, 0.01, 0.00, 0.00, 0.00, 0.00, 0.00, 0.00, 0.00, 0.00, 0.01, 0.01, 0.01, 0.09, 0.00, 0.01, 0.07, 0.00, 0.00, 0.00, 0.00, 0.24, 0.07, 0.31, 0.82, 0.65], "e_lumo_ev": [1.835, 0.003], "orbital_gap_ev": [7.03, 5.27], "s2": 6.05, "multiplicity": 5, "total_charge": -1}

=====

(3)
{"formula": "C8H20AsGeNReS4Se2Te", "method": "ωB97M-V/def2-TZVPD", "symbols": ["Re", "S", "As", "S", "S", "S", "C", "Te", "C", "H", "H", "H", "H", "H", "H", "Se", "C", "N", "C", "Ge", "C", "C", "C", "Se", "C", "H", "H", "H", "H", "H", "H", "H", "H", "H", "H", "H", "H", "H", "H"], "positions_angstrom": [[-1.223165, -1.633107, 0.541060], [2.622264, -2.446887, 2.199166], [1.716675, -1.034129, 3.553394], [-0.757409, -3.274179, 2.017624], [-0.719614, -1.447067, 2.892813], [1.956986, -3.131946, 4.113211], [-1.235549, -5.210994, -0.732493], [-0.301908, -3.392889, -1.307348], [-1.598182, -2.970471, -2.942300], [-2.264260, -5.035425, -0.429877], [-0.651748, -5.664186, 0.065899], [-1.197775, -5.857650, -1.608594], [-1.334383, -3.679744, -3.725334], [-1.411992, -1.956965, -3.287180], [-2.631385, -3.104615, -2.636087], [-5.662662, -0.717554, -0.493301], [-4.053107, -0.973722, -0.259859], [-2.820818, -1.147394, -0.099656], [1.875152, 2.805519, 2.401064], [1.152303, 3.232468, 0.638379], [0.124123, 4.875092, 0.529974], [2.503088, 3.035885, -0.755690], [-0.257381, 1.753260, 0.387466], [0.552524, 0.016839, 0.002334], [0.739447, 0.114067, -1.933088], [2.685436, 3.491056, 2.649057], [2.293904, 1.796090, 2.429338], [1.113579, 2.900299, 3.175837], [0.774206, 5.724998, 0.738805], [-0.684528, 4.888048, 1.260007], [-0.296427, 5.012283, -0.465456], [3.299780, 3.754807, -0.558660], [2.108424, 3.262602, -1.746440], [2.977613, 2.052317, -0.763129], [-0.995656, 1.925283, -0.395310], [-0.774053, 1.610085, 1.339014], [1.392050, 0.959764, -2.137491], [-0.235966, 0.269113, -2.385681], [1.220415, -0.800951, -2.271468]], "atomic_forces_ev_per_a": [[0.5, -0.2, 0.0], [0.0, -0.2, 0.0], [-0.2, -0.1, 0.2], [0.0, -0.2, 0.0], [0.0, 0.3, 0.0], [0.1, 0.1, -0.2], [0.0, 0.0, 0.0], [0.0, -0.1, 0.0], [0.0, 0.0, 0.0], [0.0, 0.0, 0.0], [0.0, 0.0, 0.0], [0.0, 0.0, 0.0], [0.0, 0.0, 0.0], [0.0, 0.0, 0.0], [0.0, 0.0, 0.0], [0.1, 0.0, 0.0], [-0.2, 0.0, -0.1], [-0.2, 0.1, 0.1], [0.0, 0.0, 0.0], [0.0, 0.0, -0.1], [0.0, -0.1, 0.0], [0.0, 0.0, 0.0], [0.1, -0.1, 0.0], [-0.1, 0.1, -0.1], [0.0, 0.0, 0.0], [0.0, 0.0, 0.0], [0.0, 0.0, -0.1], [0.0, 0.0, 0.0], [0.0, 0.0, 0.0], [0.0, 0.0, 0.0], [0.0, 0.0, 0.0], [0.0, 0.0, 0.0], [0.0, 0.0, 0.0], [0.0, 0.0, 0.0], [0.0, 0.0, 0.0], [0.0, 0.1, 0.0], [0.0, 0.0, 0.0], [0.0, 0.0, 0.0], [0.0, 0.0, 0.0]], "lowdin_charge": [0.51, 0.04, 0.49, 0.14, 0.05, 0.14, -0.36, 1.34, -0.34, 0.03, 0.02, 0.04, 0.04, 0.01, 0.02, 1.22, -0.78, -0.23, -0.21, 0.80, -0.19, -0.21, -0.50, 0.79, -0.30, 0.04, -0.02, 0.03, 0.04, 0.04, 0.04, 0.04, 0.04, 0.02, 0.03, 0.02, 0.03, 0.05, 0.03], "e_lumo_ev": -11.992, "orbital_gap_ev": 5.65, "multiplicity": 1, "total_charge": 3}

=====

The following electronic energy values (in Ha) correspond, in order, to the records above: -363.7404 -4581.8209 -11425.1201.
The following energy relative to the best compared isomer or geometry (same formula, charge and spin) values (in kcal/mol) correspond, in order, to the records above: 29.3 32.2 0.0.